[1]
14 unconnected molecules or ions with the total composition C32H98N6O18 in a non-equilibrium geometry. Source: the Open Molecules 2025 dataset; level of theory: ωB97M-V with the def2-TZVPD basis set.

Structure (XYZ):
```
154
Properties=species:S:1:pos:R:3
C 19.6454 -23.8374 25.0003
C 20.4679 -24.1249 23.7391
C 20.2654 -23.1912 22.6063
O 21.1359 -23.3802 21.5501
C 21.1763 -22.2003 20.6640
N 21.9292 -23.9970 24.1298
H 18.5879 -23.7682 24.7456
H 19.8998 -22.8120 25.2682
H 19.7809 -24.6157 25.7513
H 20.2068 -25.1578 23.5087
H 20.2654 -22.2052 23.0709
H 19.2312 -23.2618 22.2692
H 21.8491 -21.4755 21.1224
H 20.2172 -21.7031 20.5190
H 21.4888 -22.4886 19.6603
H 22.4528 -23.5650 23.3820
H 21.9974 -23.4761 24.9923
C 21.7920 -24.1996 28.2704
C 21.3414 -23.1416 29.2183
C 20.7588 -23.7925 30.4604
O 20.0964 -22.8098 31.3714
C 19.5312 -23.2858 32.5160
N 22.4034 -22.2855 29.5655
H 20.9993 -24.9140 28.0483
H 22.6194 -24.7804 28.6781
H 22.1521 -23.7198 27.3603
H 20.4515 -22.6545 28.8199
H 21.5226 -24.1128 31.1690
H 20.2250 -24.7309 30.3098
H 18.6370 -23.8214 32.1969
H 19.2964 -22.4421 33.1649
H 20.1391 -23.9885 33.0858
H 22.0963 -21.3679 29.8548
H 23.0073 -22.5994 30.3118
C 15.5818 -24.0369 32.1363
C 15.4468 -24.2858 30.6195
C 16.7711 -24.4870 29.9071
O 16.6046 -24.4047 28.4841
C 17.7957 -24.3383 27.6985
N 14.4994 -25.3583 30.3322
H 14.6240 -24.1683 32.6399
H 16.1552 -23.1376 32.3609
H 16.2024 -24.8062 32.5956
H 15.2273 -23.3170 30.1708
H 17.1958 -25.4339 30.2405
H 17.5672 -23.7891 30.1661
H 17.5706 -24.3623 26.6323
H 18.2936 -25.2920 27.8739
H 18.4557 -23.4987 27.9165
H 14.5794 -26.0506 31.0633
H 15.0230 -25.6964 29.5375
C 22.8245 -27.3855 32.3395
C 22.0464 -28.2168 33.4222
C 20.4668 -28.3142 33.4239
O 19.9091 -27.0675 33.8637
C 18.4582 -27.0224 33.6999
N 22.5304 -29.5609 33.3082
H 23.8033 -27.2244 32.7911
H 22.2427 -26.4670 32.2623
H 22.6853 -27.8724 31.3742
H 22.4456 -28.0363 34.4202
H 20.2363 -29.0139 34.2274
H 20.0589 -28.5945 32.4527
H 18.1578 -27.4400 32.7389
H 18.0149 -26.0279 33.7495
H 17.8919 -27.5425 34.4724
H 23.4210 -29.6020 33.7828
H 21.9286 -30.1635 33.8512
C 14.1103 -35.0898 28.1667
C 13.2886 -33.8070 28.3308
C 13.8248 -32.6185 27.5831
O 15.2033 -32.3206 27.9398
C 15.4021 -31.4507 29.0578
N 11.8904 -33.9394 28.0138
H 13.9291 -35.9796 28.7696
H 15.1769 -34.9128 28.3050
H 13.9369 -35.5533 27.1955
H 13.3149 -33.5846 29.3976
H 13.3039 -31.6611 27.5834
H 13.7352 -32.9037 26.5349
H 14.8156 -31.7293 29.9333
H 15.0516 -30.4523 28.7960
H 16.4409 -31.1669 29.2261
H 11.6650 -34.6915 28.6491
H 11.5997 -33.0478 28.3887
C 8.8981 -29.7244 27.6958
C 9.9745 -30.6808 28.1678
C 10.8723 -30.0433 29.2404
O 11.1594 -28.6058 28.9574
C 11.9461 -28.1733 30.0153
N 9.3876 -31.8761 28.7367
H 8.9394 -28.6734 27.9819
H 7.9490 -29.9696 28.1724
H 8.8544 -29.6742 26.6078
H 10.5970 -30.8505 27.2892
H 11.6380 -30.8161 29.3074
H 10.3724 -30.2123 30.1941
H 12.4159 -27.2259 29.7509
H 12.6900 -28.9221 30.2873
H 11.2794 -28.0661 30.8709
H 8.9183 -31.6438 29.6004
H 8.6629 -32.2307 28.1290
C 14.2491 -27.6585 26.8012
C 12.8080 -27.8698 26.1899
O 12.9946 -27.8621 24.7766
O 15.2666 -28.6638 26.7127
H 14.0211 -27.3041 27.8065
H 14.7055 -26.7401 26.4318
H 12.1425 -27.0370 26.4171
H 12.3778 -28.8518 26.3866
H 12.9862 -26.9653 24.4344
H 16.1106 -28.3804 26.3536
C 20.8789 -30.1610 28.9344
C 19.7799 -31.2500 28.8668
O 19.3888 -31.6055 30.2425
O 20.6152 -29.0911 29.8726
H 21.1116 -29.7920 27.9355
H 21.7613 -30.7606 29.1580
H 20.2046 -32.0789 28.3005
H 18.9724 -30.9237 28.2113
H 19.0276 -32.4915 30.1635
H 20.2543 -29.5684 30.6233
C 14.2793 -28.8696 33.7078
C 14.8414 -29.0022 32.2873
O 15.1575 -27.7413 31.7188
O 12.9255 -28.5286 33.6249
H 14.9314 -28.1665 34.2261
H 14.5271 -29.7975 34.2233
H 14.1912 -29.5711 31.6227
H 15.7885 -29.5385 32.3461
H 15.9097 -27.7994 31.1252
H 12.9831 -27.5770 33.5118
C 17.9300 -26.9604 24.4932
C 16.9576 -27.5758 23.3590
O 17.6397 -28.6026 22.7120
O 17.4008 -27.4576 25.7234
H 17.9248 -25.8705 24.5067
H 18.9385 -27.3579 24.3793
H 16.9156 -26.7293 22.6736
H 15.9643 -27.8871 23.6825
H 17.4056 -29.4175 23.1623
H 18.1061 -27.2464 26.3394
O 19.7733 -26.8839 27.2343
H 20.3779 -27.1028 26.5252
H 20.3070 -26.9299 28.0276
O 16.7670 -27.8611 29.4746
H 16.0204 -28.2030 28.9828
H 17.1925 -27.2513 28.8719
O 13.7199 -30.6709 24.5139
H 13.5790 -29.7312 24.6294
H 14.2282 -30.9335 25.2814
O 12.9668 -24.2018 28.0769
H 13.0363 -23.2473 28.0579
H 13.2486 -24.4455 28.9586
```

Output
highest occupied orbital energy = -0.334 hartree
charge = 0
gap between HOMO and LUMO = 9.362 eV
LUMO = 0.26 eV

[2]
15 unconnected molecules or ions with the total composition C33H100N4O15 in a non-equilibrium geometry. Source: the Open Molecules 2025 dataset; level of theory: ωB97M-V with the def2-TZVPD basis set.

Structure (XYZ):
```
152
Properties=species:S:1:pos:R:3
C 14.1007 -23.5288 -8.7507
C 12.6787 -23.1865 -8.5424
C 11.7542 -23.9267 -9.4480
O 12.3943 -23.4707 -7.1850
H 14.8299 -22.9075 -8.2307
H 14.4459 -23.4993 -9.7841
H 14.3330 -24.5474 -8.4400
H 12.5733 -22.1060 -8.6405
H 10.6964 -23.7785 -9.2308
H 12.0088 -24.9797 -9.5684
H 11.8899 -23.5348 -10.4560
H 12.7110 -24.3518 -6.9727
C 16.5100 -21.1578 -6.4455
C 16.3743 -22.1405 -5.2763
C 15.0318 -22.8565 -5.2424
O 17.4262 -23.0458 -5.5374
H 15.8628 -20.3028 -6.2500
H 16.2557 -21.6218 -7.3985
H 17.4650 -20.6330 -6.4203
H 16.5698 -21.5271 -4.3967
H 14.8692 -23.6320 -5.9909
H 14.1984 -22.1567 -5.3044
H 14.8693 -23.3988 -4.3109
H 18.2073 -22.7411 -5.0697
C 12.9278 -27.9457 -4.8967
C 12.5512 -26.5403 -5.4149
C 12.7978 -25.4225 -4.3430
O 13.2744 -26.3797 -6.6111
H 12.1715 -28.6817 -5.1694
H 13.1524 -27.9349 -3.8302
H 13.8693 -28.3536 -5.2644
H 11.4801 -26.5005 -5.6132
H 13.8449 -25.4619 -4.0429
H 12.1818 -25.6579 -3.4751
H 12.6348 -24.4368 -4.7789
H 14.2138 -26.4043 -6.4148
C 14.1259 -22.3057 -1.4781
C 13.6000 -21.5967 -0.2180
C 13.0202 -22.4445 0.9819
O 11.9043 -23.1502 0.4483
C 11.2277 -23.9460 1.4102
N 14.7824 -20.9357 0.3516
H 14.9952 -22.9365 -1.2924
H 14.5292 -21.5839 -2.1883
H 13.3317 -22.8275 -2.0118
H 12.8904 -20.8476 -0.5692
H 12.6762 -21.8059 1.7955
H 13.7369 -23.0679 1.5164
H 10.7929 -23.4527 2.2795
H 11.9191 -24.6929 1.8002
H 10.3630 -24.4222 0.9480
H 14.4758 -20.3832 1.1395
H 15.2354 -20.3992 -0.3744
C 20.8591 -19.0215 -2.6234
C 19.4109 -18.7171 -2.2415
C 19.0105 -17.2001 -1.9882
O 19.7783 -16.6341 -0.9593
C 19.2418 -16.8220 0.2935
N 18.4768 -19.3705 -3.1531
H 21.2264 -18.5603 -3.5402
H 20.9630 -20.0696 -2.9041
H 21.5514 -18.8889 -1.7920
H 19.1607 -19.3182 -1.3673
H 17.9504 -17.1450 -1.7406
H 19.2067 -16.7301 -2.9519
H 20.0711 -16.9871 0.9813
H 18.5097 -17.6159 0.4414
H 18.7345 -15.8918 0.5493
H 18.3941 -18.9184 -4.0524
H 18.8323 -20.2886 -3.3786
C 13.7205 -19.2070 -7.7959
C 14.2339 -18.2656 -8.8769
C 13.7862 -18.6468 -10.2440
O 14.4557 -19.8106 -10.7514
C 13.8530 -20.5430 -11.8111
N 13.8675 -16.8973 -8.6127
H 14.1103 -20.2205 -7.8907
H 12.6309 -19.2377 -7.8037
H 13.9363 -18.8176 -6.8010
H 15.3214 -18.3226 -8.9237
H 14.0398 -17.7645 -10.8317
H 12.7030 -18.6642 -10.3647
H 14.5580 -21.2748 -12.2055
H 13.5855 -19.8565 -12.6145
H 12.9374 -21.0945 -11.5974
H 14.1618 -16.4035 -9.4431
H 12.8639 -16.8829 -8.7250
C 18.4669 -26.7907 -6.3092
C 17.0670 -26.7348 -6.9965
C 16.5002 -28.0721 -7.4184
O 17.4675 -28.5697 -8.3633
C 17.1022 -29.7777 -8.9323
N 16.1463 -25.9854 -6.1706
H 19.2502 -27.1071 -6.9980
H 18.5346 -27.5669 -5.5470
H 18.6608 -25.7760 -5.9614
H 17.0497 -26.1903 -7.9407
H 15.4999 -27.9696 -7.8390
H 16.3599 -28.7069 -6.5436
H 17.1888 -30.5875 -8.2078
H 17.6735 -30.1568 -9.7796
H 16.0565 -29.7286 -9.2359
H 16.4793 -25.0328 -6.1275
H 16.2102 -26.3133 -5.2175
C 16.3637 -17.3567 -6.1128
O 15.7247 -16.1641 -6.4441
H 17.1637 -17.1827 -5.3932
H 15.6680 -18.0175 -5.5956
H 16.8398 -17.8541 -6.9578
H 14.9390 -16.3233 -6.9722
C 18.1397 -23.5663 -8.5066
O 18.3744 -23.8684 -9.8637
H 18.1596 -22.4894 -8.3388
H 17.2029 -23.9626 -8.1150
H 18.9045 -24.1095 -7.9516
H 18.4817 -24.8222 -9.8817
C 10.4465 -21.4877 -5.6397
O 11.7855 -21.6533 -5.1938
H 10.2073 -22.1704 -6.4550
H 9.6700 -21.4265 -4.8772
H 10.3818 -20.5175 -6.1322
H 12.1682 -22.1722 -5.9051
C 20.0493 -23.2715 -3.6900
O 19.8071 -21.9591 -4.2503
H 20.0744 -23.9866 -4.5123
H 20.9982 -23.3743 -3.1637
H 19.1821 -23.5029 -3.0716
H 20.4794 -21.7153 -4.8908
C 16.6422 -25.5392 -2.7180
O 16.5065 -26.8739 -3.2379
H 16.8223 -24.8114 -3.5091
H 15.7355 -25.3006 -2.1621
H 17.5008 -25.6054 -2.0497
H 16.3892 -27.4697 -2.4944
C 11.4073 -18.8818 -3.4990
O 12.3178 -19.1355 -4.5466
H 11.6542 -19.3761 -2.5594
H 11.2903 -17.8176 -3.2939
H 10.4587 -19.3167 -3.8138
H 12.2665 -20.0715 -4.7538
C 15.0176 -18.8003 -2.6911
O 16.0170 -19.4564 -1.9447
H 14.0426 -18.9866 -2.2409
H 15.3068 -17.7501 -2.7309
H 15.0496 -19.1379 -3.7270
H 16.8903 -19.3792 -2.3358
C 20.1752 -17.5854 -6.2435
O 19.4090 -18.7454 -6.0523
H 20.1365 -17.0503 -5.2947
H 21.2286 -17.7523 -6.4685
H 19.7203 -16.9422 -6.9968
H 19.7793 -19.4237 -6.6218
```

Output
2S+1 = 2
highest occupied orbital energy (spin up / spin down) = 0.006 / -0.247 hartree
charge = -1
gap between HOMO and LUMO (spin up / spin down) = 1.875 / 8.712 eV
LUMO (spin up / spin down) = 2.03 / 2.00 eV

[3]
A molecular structure, C33H21Br4N6O5STc. Source: the Open Molecules 2025 dataset; level of theory: ωB97M-V with the def2-TZVPD basis set.

Structure (XYZ):
```
71
Properties=species:S:1:pos:R:3
Tc 0.2962 0.5465 0.4934
O -2.9066 -0.4617 -2.7149
C -3.9000 -0.6579 -1.8321
C -5.1528 -0.9860 -2.3570
C -6.2270 -1.2023 -1.5211
C -6.0832 -1.0981 -0.1382
C -4.8495 -0.7759 0.3848
C -3.7400 -0.5542 -0.4382
C -2.4470 -0.1979 0.1684
O -1.4319 0.0265 -0.5952
N -2.3833 -0.0335 1.4907
N -1.1587 0.3322 1.8507
C -1.0474 1.0077 3.1188
C 0.2152 0.6293 3.8337
C 0.1511 0.2921 5.1786
C 1.2889 -0.0287 5.9026
C 2.5181 -0.0046 5.2565
C 2.6057 0.3238 3.9154
C 1.4630 0.6446 3.1738
O 1.6244 0.9601 1.8896
H -2.1016 -0.2355 -2.1980
H -5.2466 -1.0576 -3.4324
H -7.1905 -1.4526 -1.9485
H -6.9285 -1.2608 0.5166
H -4.7106 -0.6798 1.4531
H -1.9398 0.7941 3.7129
H -0.8184 0.2904 5.6653
H 1.2183 -0.2905 6.9501
H 3.4214 -0.2520 5.8023
H 3.5574 0.3346 3.4003
Br -4.7842 4.8262 -1.1476
C -3.6083 4.0644 0.1178
C -3.9613 4.0309 1.4659
Br -5.6050 4.7424 2.0599
C -3.0743 3.4589 2.3764
Br -3.4649 3.3702 4.2228
C -1.8638 2.9313 1.9627
O -0.9656 2.4311 2.8672
C -1.4928 2.9471 0.6021
O -0.3655 2.4455 0.1864
C -2.3959 3.5321 -0.3043
Br -1.8708 3.5169 -2.1144
S 1.0243 -1.6958 0.2336
C 2.1092 -1.4064 -1.0955
N 2.8180 -2.2970 -1.7105
N 2.6472 -3.5548 -1.3075
C 3.3812 -4.5892 -1.8665
C 4.3390 -4.3611 -2.8530
C 5.0442 -5.4340 -3.3753
C 4.8164 -6.7303 -2.9350
C 3.8597 -6.9487 -1.9513
C 3.1443 -5.8910 -1.4187
N 2.3426 -0.1255 -1.6200
N 1.7089 0.8008 -1.0648
C 1.9659 2.0924 -1.6450
C 2.0065 2.2470 -3.0211
C 2.2300 3.5097 -3.5483
C 2.4187 4.5936 -2.7013
C 2.3762 4.4189 -1.3246
C 2.1349 3.1652 -0.7852
H 1.9777 -3.7494 -0.5717
H 4.5161 -3.3526 -3.1957
H 5.7866 -5.2496 -4.1424
H 5.3746 -7.5588 -3.3506
H 3.6647 -7.9522 -1.5941
H 2.3961 -6.0650 -0.6542
H 1.8534 1.3875 -3.6593
H 2.2488 3.6471 -4.6219
H 2.5896 5.5791 -3.1161
H 2.5146 5.2650 -0.6640
H 2.0667 3.0061 0.2830
```

Output
2S+1 = 2
highest occupied orbital energy (spin up / spin down) = -0.173 / -0.183 hartree
charge = -1
energy above the lowest of the compared OMol25 structures with the same formula, charge and spin = 0.274 eV
gap between HOMO and LUMO (spin up / spin down) = 6.531 / 6.371 eV
LUMO (spin up / spin down) = 1.83 / 1.40 eV

[4]
A molecular structure, C33H21BrN6O6S2W in a non-equilibrium geometry. Source: the Open Molecules 2025 dataset; level of theory: ωB97M-V with the def2-TZVPD basis set.

Structure (XYZ):
```
70
Properties=species:S:1:pos:R:3
W -0.4419 -1.5760 0.3667
S 0.6659 -2.5569 2.6403
C 0.0884 -3.9858 1.9078
C 0.1832 -5.3136 2.3628
C -0.4490 -6.3018 1.6539
C -1.1858 -5.9900 0.5014
C -1.2219 -4.6824 0.0930
N -0.5706 -3.7164 0.7636
H 0.7408 -5.5238 3.2645
H -0.3895 -7.3293 1.9919
H -1.7171 -6.7484 -0.0547
H -1.7719 -4.3714 -0.7846
Br 0.1973 5.8347 2.0371
C 1.3404 5.1732 0.6827
C 2.2684 4.1926 0.9961
C 3.0853 3.6826 -0.0006
C 2.9716 4.1678 -1.2995
C 2.0879 5.1997 -1.5842
C 1.2461 5.6904 -0.5982
N 3.8071 3.7480 -2.3957
N 4.0398 2.5591 -2.6527
C 3.3616 1.4891 -1.9659
C 4.1420 0.4835 -1.4489
C 3.6080 -0.5820 -0.7110
C 2.2418 -0.6496 -0.5065
O 1.6198 -1.5750 0.1659
C 1.4284 0.3381 -1.1236
N 0.0902 0.1434 -0.9521
C -0.7592 0.9701 -1.5199
C -0.3221 2.0215 -2.3442
C 1.0111 2.2340 -2.5279
C 1.9514 1.3971 -1.8801
H 2.3297 3.8071 2.0035
H 3.7964 2.9064 0.2446
H 2.0557 5.6017 -2.5892
H 0.5334 6.4724 -0.8197
H 5.2142 0.5493 -1.5909
H 4.2515 -1.3377 -0.2814
H -1.8094 0.8262 -1.3146
H -1.0647 2.6543 -2.8092
H 1.3526 3.0333 -3.1711
O -3.4734 -1.3482 -2.4559
C -2.4549 -1.5488 -1.8342
O -2.2568 -1.3617 -0.5726
C -1.2164 -2.1163 -2.4928
C -1.1104 -2.2784 -3.8568
C 0.0599 -2.8326 -4.3534
C 1.0509 -3.2127 -3.4653
C 0.8764 -2.9886 -2.1106
N -0.2411 -2.4251 -1.6411
H -1.9430 -1.9773 -4.4770
H 0.1969 -2.9694 -5.4184
H 1.9733 -3.6601 -3.8082
H 1.6279 -3.2356 -1.3757
O -1.2831 2.4819 0.8118
S -0.9010 1.7830 2.0048
O 0.2661 2.2183 2.7115
N -0.8289 0.1597 1.7363
C -1.8467 -0.4795 2.3091
O -1.9718 -1.6902 2.0148
C -2.6999 0.3460 3.1889
C -3.7854 -0.0067 3.9676
C -4.4226 1.0071 4.6724
C -3.9869 2.3264 4.5898
C -2.8990 2.6808 3.8001
C -2.2768 1.6597 3.1135
H -4.1201 -1.0337 4.0200
H -5.2748 0.7703 5.2958
H -4.5095 3.0917 5.1492
H -2.5558 3.7040 3.7274
```

Output
highest occupied orbital energy (spin up / spin down) = -0.243 / -0.254 hartree
charge = 0
energy above the lowest of the compared OMol25 structures with the same formula, charge and spin = 1.376 eV
gap between HOMO and LUMO (spin up / spin down) = 5.831 / 5.943 eV
LUMO (spin up / spin down) = -0.79 / -0.98 eV